{"formula": "C26H38MgN4S2SbSi3", "method": "wB97M-V/def2-TZVPD", "symbols": ["Mg", "C", "Sb", "C", "C", "C", "C", "C", "C", "N", "Si", "C", "C", "C", "C", "C", "C", "C", "C", "C", "N", "Si", "C", "C", "C", "Si", "C", "C", "C", "H", "H", "H", "H", "H", "H", "H", "H", "H", "H", "H", "H", "H", "H", "H", "H", "H", "H", "H", "H", "H", "H", "H", "H", "H", "H", "H", "H", "H", "H", "H", "H", "H", "H", "H", "H", "H", "H", "S", "C", "S", "C", "C", "N", "C", "N"], "coordinates": [[9.376481, 10.016577, 11.543185], [13.763120, 10.188694, 9.008489], [11.562515, 10.293362, 9.340720], [11.376665, 9.103703, 11.162891], [12.000354, 9.764400, 12.309663], [13.378528, 9.689780, 12.646604], [13.845890, 10.385616, 13.710086], [12.969477, 11.172113, 14.527367], [11.638563, 11.229362, 14.100898], [11.157095, 10.569095, 13.015285], [11.494971, 7.249155, 10.614126], [13.308957, 6.612610, 10.802179], [10.399857, 6.078394, 11.531618], [11.045125, 7.030488, 8.799861], [10.433527, 12.513606, 8.958107], [9.527114, 12.874751, 10.078384], [8.769942, 14.095821, 9.959869], [7.839503, 14.533305, 10.892330], [7.503854, 13.646078, 11.907290], [8.180412, 12.486295, 12.006779], [9.154063, 12.053362, 11.080351], [9.397451, 12.056119, 7.316581], [10.214613, 10.600375, 6.438248], [9.364852, 13.580287, 6.126693], [7.556358, 11.705637, 7.535699], [12.007500, 13.598804, 8.870734], [12.988931, 13.247033, 10.441085], [13.112818, 13.149917, 7.406338], [11.513759, 15.461574, 8.891218], [14.166515, 9.484786, 9.750940], [14.175631, 11.180313, 9.225744], [13.966015, 9.839474, 8.025607], [14.039522, 9.027393, 12.054709], [14.867003, 10.457268, 13.990254], [13.367232, 11.702128, 15.427036], [10.919942, 11.793719, 14.688142], [14.012097, 7.307192, 11.264736], [13.860015, 6.283546, 9.860738], [13.161555, 5.802121, 11.509087], [10.556738, 6.050573, 12.584487], [10.515372, 5.043432, 11.148038], [9.332924, 6.247627, 11.379625], [11.833474, 7.142445, 8.023044], [10.199475, 7.697367, 8.515155], [10.607014, 6.015140, 8.698201], [8.878444, 14.622032, 9.053432], [7.306811, 15.457887, 10.751811], [6.608458, 13.785852, 12.571185], [7.894885, 11.789063, 12.762513], [11.324285, 10.668225, 6.320402], [9.923182, 10.495776, 5.370293], [9.979541, 9.622249, 6.938776], [10.282226, 14.126726, 6.177909], [8.515337, 14.283792, 6.346423], [9.190493, 13.231831, 5.105501], [7.328649, 10.728305, 7.988390], [6.917652, 11.688629, 6.615082], [7.036824, 12.509133, 8.122085], [13.292894, 12.249592, 10.688907], [12.270837, 13.466063, 11.252187], [13.926936, 13.904995, 10.576875], [13.857450, 12.405594, 7.694887], [13.715619, 13.941576, 6.962610], [12.475696, 12.581420, 6.676412], [10.908274, 15.686557, 9.783642], [10.903956, 15.803437, 8.016211], [12.448716, 16.093770, 8.767165], [7.983859, 8.785681, 9.887786], [7.311847, 8.127009, 11.361647], [7.948019, 8.536586, 12.877117], [6.219319, 7.237243, 11.336795], [5.516526, 6.881862, 10.168978], [4.784024, 6.641472, 9.293763], [5.902965, 6.422443, 12.420698], [5.491578, 5.765017, 13.274891]], "forces_ev_per_a": [[0.53, -1.01, 0.37], [-0.26, 1.16, 1.97], [-0.61, -1.86, -1.04], [0.00, 0.28, -0.82], [-0.14, 0.11, -0.15], [-0.06, -0.96, -0.60], [-0.98, 1.58, 1.60], [-0.01, -0.39, -0.82], [0.54, -0.34, 0.07], [0.85, 0.12, 0.87], [0.98, 1.65, -0.56], [0.28, 0.04, -0.76], [-0.63, -0.93, -0.62], [-0.85, 0.00, -0.85], [0.87, -1.10, 0.22], [-2.19, 0.45, 0.30], [0.11, -0.39, 0.98], [0.50, -0.95, -1.04], [-1.47, 0.80, 1.13], [1.65, -1.06, -2.06], [-0.63, 1.19, 1.23], [0.08, 0.64, -0.42], [0.51, -0.85, -0.86], [-1.08, -0.27, 0.63], [-1.20, 0.11, 0.31], [-0.30, 0.12, 0.09], [0.49, 1.85, 0.85], [-0.62, -1.05, -0.40], [0.66, 0.38, -1.08], [-0.28, 0.13, -0.21], [0.36, -0.44, -0.34], [0.02, -0.09, -0.90], [-0.54, 0.74, 0.43], [0.96, -0.46, -0.04], [-0.63, -0.48, -0.97], [-0.09, 0.04, -0.21], [-0.24, 0.03, 0.11], [-1.07, 0.07, 1.06], [0.52, -0.54, -0.03], [0.19, 0.03, 0.96], [0.39, 0.41, 0.12], [0.02, 0.47, -0.02], [-0.30, 0.00, 0.66], [0.57, -0.37, 0.21], [0.38, 0.30, 0.04], [0.41, 0.85, -0.77], [-0.10, 0.16, -0.10], [1.24, 0.16, -0.56], [0.04, -0.65, 0.37], [-0.69, -0.02, 0.57], [-0.47, 0.29, 0.52], [0.27, 0.99, -0.47], [0.66, 0.49, -0.18], [0.76, -0.62, 0.05], [0.15, -0.05, 0.01], [0.20, 0.37, 0.27], [1.10, 0.11, 0.15], [0.60, -0.67, -0.06], [0.18, -0.67, -0.32], [0.35, 0.32, 0.03], [-1.49, -0.75, -0.20], [-0.13, 0.03, 0.28], [-0.50, 0.23, -0.25], [0.63, 0.90, 0.11], [0.62, 0.17, -0.15], [0.26, -0.66, 0.53], [-0.97, -0.59, 0.74], [-0.51, 0.09, 0.36], [-1.05, -0.47, -0.92], [0.56, 0.65, 0.90], [1.57, 0.35, -0.90], [-1.42, 0.10, -1.58], [1.06, 0.12, 0.85], [-0.84, -0.15, 1.19], [0.22, -0.24, 0.17]], "lowdin_charge": [0.179, -0.286, 1.455, -0.543, -0.436, -0.054, -0.088, -0.075, -0.136, 0.038, 0.425, -0.182, -0.187, -0.247, -0.448, -0.383, -0.047, -0.044, -0.084, -0.098, 0.046, 0.500, -0.268, -0.186, -0.186, 0.436, -0.206, -0.171, -0.190, -0.007, -0.037, -0.015, 0.088, 0.086, 0.102, 0.100, -0.020, 0.047, 0.005, 0.021, 0.047, 0.016, 0.032, -0.036, 0.036, 0.084, 0.106, 0.130, 0.091, 0.012, 0.035, 0.008, -0.014, 0.041, 0.023, -0.021, 0.047, 0.038, -0.028, 0.035, 0.069, -0.002, 0.030, 0.028, 0.017, 0.028, 0.041, 0.563, -1.155, 0.577, -0.424, -0.278, 0.115, -0.315, 0.126], "total_energy_ha": -3337.8832, "orbital_gap_ev": 6.45, "total_charge": -1}